The following is a quantum chemistry calculation of a 2-piece molecular cluster, CH5INO overall, from OMol25.

Atoms and positions in Å:
C1 1.4766 -0.7040 -0.9837
N1 -0.7970 -0.1632 0.5590
O1 1.5682 0.1270 -1.8957
I1 0.4897 -2.5555 -1.2018
H1 1.8711 -0.6353 0.0081
H2 -0.6199 -0.3306 1.5399
H3 -1.0780 -1.1071 0.1712
H4 -1.4814 0.6388 0.4101
H5 1.1423 -0.0280 -2.7391

Properties
Energy above the lowest of the compared OMol25 structures with the same formula, charge and spin   36.5 kcal per mole
LUMO energy   -0.22019 Ha
HOMO level   -14.609 eV
F_max   3.7 eV/A
Frontier orbital gap   8.62 eV
Charge   +1



The following is a quantum chemistry calculation of CH5INP as an isolated structure, from OMol25.

Atoms and positions in Å:
C1 0.1406 -0.7598 1.3129
N1 0.1981 1.3812 -0.8940
P1 -1.0892 0.4723 -0.3393
I1 -1.1240 -1.4693 -1.8873
H1 1.1392 -0.8096 0.9140
H2 -0.3749 -1.7028 1.3744
H3 0.0468 -0.1428 2.1900
H4 1.0731 0.9256 -1.1059
H5 -0.0097 2.1052 -1.5646

Properties
Energy above the lowest of the compared OMol25 structures with the same formula, charge and spin   25.9 kcal per mole
LUMO energy   0.01271 Ha
HOMO level   -8.640 eV
F_max   3.4 eV/A
Frontier orbital gap   8.99 eV
Charge   0



The following is a quantum chemistry calculation of CH5IP2 as an isolated structure, from OMol25.

Atoms and positions in Å:
C1 -1.7448 -1.0491 0.2438
P1 -0.3102 -0.2554 -0.3196
P2 0.4967 1.8348 -0.0713
I1 -3.5213 -0.1916 -0.8117
H1 -1.8637 -0.8513 1.2421
H2 0.8139 -0.8992 0.2623
H3 -0.5288 -0.4836 -1.6089
H4 -0.6310 2.5529 0.0611
H5 0.5488 1.3752 1.1745

Properties
Energy above the lowest of the compared OMol25 structures with the same formula, charge and spin   42.5 kcal per mole
LUMO energy   0.01175 Ha
HOMO level   -7.753 eV
F_max   2.9 eV/A
Frontier orbital gap   8.07 eV
Charge   0



The following is a quantum chemistry calculation of a 2-piece molecular cluster, CH5N2O overall, from OMol25.

Atoms and positions in Å:
O1 2.7059 0.1965 0.1144
H1 2.8782 -0.5951 -0.3998
N1 0.0383 0.5028 -0.2619
C1 -1.0540 0.0007 0.2730
N2 -2.2863 0.0079 -0.2137
H2 -0.2381 0.7947 -1.2015
H3 1.6912 0.2734 0.1258
H4 -0.9303 -0.4890 1.2550
H5 -2.8049 -0.6919 0.3087

Properties
Energy above the lowest of the compared OMol25 structures with the same formula, charge and spin   0.0 kcal per mole
LUMO energy   0.17556 Ha
HOMO level   -2.857 eV
F_max   0.6 eV/A
Frontier orbital gap   7.63 eV
Charge   -1



The following is a quantum chemistry calculation of a 2-piece molecular cluster, CH5N2O overall, from OMol25.

Atoms and positions in Å:
O1 -2.6277 0.0444 0.4565
H1 -2.2554 -0.3590 1.2606
N1 -0.1212 0.0153 -0.5648
C1 0.9121 0.0440 0.2136
N2 2.2092 0.3153 -0.0379
H2 0.3403 0.3124 -1.4524
H3 -1.7108 -0.1419 -0.1449
H4 0.7146 -0.2268 1.2379
H5 2.5388 -0.0037 -0.9686

Properties
Energy above the lowest of the compared OMol25 structures with the same formula, charge and spin   15.9 kcal per mole
LUMO energy (alpha / beta)   0.02860 / -0.10064 Ha
HOMO level (alpha / beta)   -10.140 / -10.125 eV
F_max   4.0 eV/A
2S+1   2
Frontier orbital gap (alpha / beta)   10.92 / 7.39 eV
Charge   0



The following is a quantum chemistry calculation of a 2-piece molecular cluster, CH5N2O overall, from OMol25.

Atoms and positions in Å:
C1 0.1308 -1.1234 0.0259
N1 -0.7203 1.4648 0.4257
N2 0.5558 0.1105 -0.2057
O1 1.5603 0.4820 -0.6448
H1 -1.0270 -1.1357 0.1624
H2 0.7136 -1.5473 1.0185
H3 0.4405 -1.7267 -0.7918
H4 -1.4025 1.0876 -0.2508
H5 -0.2510 2.3882 0.2605

Properties
Energy above the lowest of the compared OMol25 structures with the same formula, charge and spin   151.7 kcal per mole
LUMO energy (alpha / beta)   -0.26985 / -0.26991 Ha
HOMO level (alpha / beta)   -16.698 / -16.695 eV
F_max   8.0 eV/A
Frontier orbital gap (alpha / beta)   9.35 / 9.35 eV
Charge   +1



The following is a quantum chemistry calculation of an isolated ion of composition CH5N2O and charge +1, from OMol25.

Atoms and positions in Å:
N1 1.1448 -0.6874 -0.0059
C1 0.4979 0.4459 -0.0166
N2 -0.8028 0.5231 -0.0038
O1 -1.5212 -0.6573 -0.0149
H1 0.6303 -1.5620 0.0248
H2 2.1529 -0.7219 -0.0355
H3 1.0382 1.3855 -0.0285
H4 -1.3175 1.3970 -0.0120
H5 -2.4745 -0.4829 0.0542

Properties
Energy above the lowest of the compared OMol25 structures with the same formula, charge and spin   34.5 kcal per mole
LUMO energy   -0.13339 Ha
HOMO level   -15.468 eV
F_max   0.6 eV/A
SMILES string   [NH2+]=CNO
Frontier orbital gap   11.84 eV
Charge   +1



The following is a quantum chemistry calculation of an isolated ion of composition CH5N2O and charge +1, from OMol25.

Atoms and positions in Å:
N1 0.4792 -1.3584 0.1177
C1 -0.7859 -0.2456 0.0062
N2 0.1193 1.0298 0.1215
O1 -1.9779 0.0437 -0.0684
H1 1.1244 -1.1388 -0.6321
H2 0.0989 -2.2956 0.0338
H3 0.8217 0.9256 0.8703
H4 -0.4870 1.8394 0.3174
H5 0.6073 1.1999 -0.7663

Properties
Energy above the lowest of the compared OMol25 structures with the same formula, charge and spin   46.8 kcal per mole
LUMO energy   -0.17455 Ha
HOMO level   -16.577 eV
F_max   5.9 eV/A
SMILES string   NC([NH3+])=O
Frontier orbital gap   11.83 eV
Charge   +1



The following is a quantum chemistry calculation of a 2-piece molecular cluster, CH5N2PS overall, from OMol25.

Atoms and positions in Å:
C1 -0.6712 0.9800 1.3040
N1 -0.9844 1.8893 0.2342
N2 -0.5767 1.6814 -0.8877
P1 0.6397 -2.5368 -0.9914
S1 0.3328 0.7855 -1.7779
H1 0.3644 0.8092 1.4269
H2 -1.2444 0.0756 1.1491
H3 -0.9596 1.5459 2.1948
H4 1.3260 -3.3425 -1.9909
H5 1.7734 -1.8876 -0.6610

Properties
Energy above the lowest of the compared OMol25 structures with the same formula, charge and spin   95.8 kcal per mole
LUMO energy (alpha / beta)   -0.04584 / -0.04068 Ha
HOMO level (alpha / beta)   -8.525 / -8.755 eV
F_max   1.8 eV/A
Frontier orbital gap (alpha / beta)   7.28 / 7.65 eV
Charge   0



The following is a quantum chemistry calculation of one molecule with the formula CH5N3, from OMol25.

Atoms and positions in Å:
H1 -0.8125 0.1319 1.4994
N1 -1.3941 -0.3002 0.7644
C1 -0.6898 -0.7460 -0.1855
N2 0.6026 -0.2651 -0.5970
N3 1.0166 0.9651 -0.0956
H2 -0.9567 -1.6604 -0.7386
H3 0.8175 -0.4984 -1.5270
H4 0.1021 1.5652 0.0381
H5 1.3143 0.8080 0.8419

Properties
Energy above the lowest of the compared OMol25 structures with the same formula, charge and spin   52.7 kcal per mole
LUMO energy   0.04015 Ha
HOMO level   -9.367 eV
F_max   3.4 eV/A
SMILES string   [H]/N=C\NN
Frontier orbital gap   10.46 eV
Charge   0



The following is a quantum chemistry calculation of one molecule with the formula CH5N3, from OMol25.

Atoms and positions in Å:
H1 0.9514 2.3150 0.2584
N1 0.0426 2.0682 -0.2251
C1 -0.2021 0.8253 -0.3241
N2 0.4192 -0.2989 0.1482
N3 -0.1377 -1.6151 0.2158
H2 -1.2613 0.5730 -0.6232
H3 1.4185 -0.2950 0.5189
H4 -0.1825 -2.0762 -0.7665
H5 -1.0482 -1.4963 0.7977

Properties
Energy above the lowest of the compared OMol25 structures with the same formula, charge and spin   56.7 kcal per mole
LUMO energy   0.03757 Ha
HOMO level   -9.111 eV
F_max   3.1 eV/A
SMILES string   [H]/N=C\NN
Frontier orbital gap   10.13 eV
Charge   0



The following is a quantum chemistry calculation of one molecule with the formula CH5N3, from OMol25.

Atoms and positions in Å:
N1 -0.0682 -0.2390 1.5397
C1 -0.1245 0.0476 0.3014
N2 0.0748 1.3531 -0.1200
N3 -0.2654 -0.8647 -0.7275
H1 -0.0547 -1.2420 1.6968
H2 0.6179 1.8907 0.5299
H3 0.2521 1.4862 -1.1027
H4 0.1799 -0.6483 -1.5942
H5 -0.6119 -1.7836 -0.5234

Properties
Energy above the lowest of the compared OMol25 structures with the same formula, charge and spin   9.1 kcal per mole
LUMO energy   0.03227 Ha
HOMO level   -8.895 eV
F_max   1.0 eV/A
SMILES string   N=C(N)N
Frontier orbital gap   9.77 eV
Charge   0